[1]
C36H84N4O8 | ωB97M-V/def2-TZVPD

The geometry in XYZ format:
```
132
Properties=species:S:1:pos:R:3:mulliken_charge:R:1
O -5.96675 0.52218 -0.79597 -0.64
O -2.03369 1.81762 -1.15971 -0.64
O 1.32067 4.14934 6.99060 -0.48
O -2.33801 7.45662 -8.00584 -0.47
O -7.96971 3.88014 -2.69868 -0.64
O -3.54250 5.03432 -3.45469 -0.64
O 4.35441 -6.46531 -1.42257 -0.46
O -5.58121 -4.80957 2.74207 -0.51
N 4.62776 -5.93056 -0.25847 0.24
N -2.28842 6.03913 -7.89251 0.20
N 1.88419 4.85641 5.91343 0.26
N -4.37043 -5.41578 3.30138 0.49
C 5.37024 -6.82971 0.65928 1.66
C 1.71462 5.52280 3.56371 -1.32
C 4.21931 3.94480 6.06439 -1.61
C -3.38397 5.67039 -10.13873 -1.71
C 3.47510 5.95451 7.38635 -1.95
C -3.22476 3.83519 -8.40798 -1.20
C -0.23425 6.06932 -9.32375 -1.54
C 1.87443 3.05974 4.13518 -1.85
C 3.27841 5.19937 6.05071 1.45
C 1.33194 4.41628 4.55707 1.77
C -1.87078 -6.51302 4.24268 -0.77
C 5.19984 -3.97607 1.08907 -1.19
C 5.00638 -4.45417 -0.33178 1.67
C 6.23392 -4.08062 -1.19002 -1.66
C -3.98570 -3.14778 4.39333 -1.71
C 6.83985 -7.10064 0.28987 -1.66
C 0.00877 6.18724 -6.80906 -1.82
C 4.66744 -8.14243 0.86038 -1.95
C -1.81738 3.30696 -8.66864 -0.68
C -2.55251 -4.20230 2.49220 -1.67
C -5.24098 -6.77616 5.26839 -1.72
C -3.07805 -7.41385 3.92628 -1.05
C 5.42813 -6.26642 2.01899 -1.49
C -3.39146 -4.44028 3.78068 1.18
C -4.53074 -6.78073 3.89980 1.36
C -0.16254 4.41539 4.41360 -1.93
C 3.80745 6.21539 4.96419 -1.13
C 5.96444 -4.80661 2.04190 -0.70
C -4.61789 5.75035 -8.00878 -2.01
C -0.86359 5.60470 -7.95815 1.55
C -5.44886 -7.61687 2.94888 -1.85
C 3.78332 -3.72198 -0.89727 -2.01
C -3.36434 5.36809 -8.63946 1.60
C -0.84741 4.05459 -7.81202 -1.24
C 3.25351 5.95134 3.49827 -0.86
C -2.36907 -5.12731 4.76757 -1.21
H 3.90084 -2.63961 -0.84489 0.41
H 6.51117 -3.02753 -1.23745 0.41
H -5.06499 -7.40490 1.95097 0.43
H 4.51452 6.23390 7.55853 0.36
H -3.83788 3.39519 -9.19448 0.40
H -4.43238 5.37814 -3.37646 0.32
H 2.82424 -4.09707 -0.54009 0.40
H 4.23359 -3.87196 1.58264 0.36
H 1.67035 2.42919 5.00054 0.40
H -0.66169 6.19371 -5.94968 0.37
H -1.45436 -4.54260 4.86517 0.54
H 0.96106 5.65914 -6.76067 0.40
H 6.89579 -7.33683 -0.77277 0.39
H 3.76653 -3.75547 -1.98663 0.44
H 1.17473 6.44541 3.77679 0.46
H 3.39896 -6.39841 -1.48772 0.37
H -2.32368 7.60149 -8.95474 0.38
H -3.09047 -8.06928 4.79712 0.40
H -6.47732 -7.26445 3.02753 0.36
H 5.11621 -8.81690 1.58963 0.40
H 4.55475 -6.11713 2.65383 0.35
H 4.89255 6.15704 5.04932 0.42
H 6.32080 -4.44729 -2.21282 0.38
H 5.87244 -7.01758 2.67203 0.46
H 4.20817 3.51672 5.06203 0.36
H 0.75664 6.51307 -9.22716 0.41
H -4.81167 6.80829 -8.18576 0.39
H -1.24826 -6.48895 3.34826 0.33
H 7.57653 -6.31326 0.44933 0.30
H 2.88172 2.96359 3.72991 0.29
H -1.49756 3.23687 -9.70831 0.36
H 3.45171 6.80898 2.85540 0.46
H -1.05311 3.84550 -6.76222 0.40
H 3.78510 3.16412 6.68896 0.32
H -0.05798 5.11808 -9.82591 0.36
H 4.84188 -8.60017 -0.11335 0.45
H 0.09232 3.61466 -8.14587 0.39
H 3.06563 5.47679 8.27641 0.39
H 7.12271 -4.56013 -0.77986 0.33
H -3.42337 6.75078 -10.27767 0.40
H -6.14120 0.07120 0.03011 0.31
H 7.02932 -4.79127 1.80977 0.35
H -4.75419 -3.50559 5.07854 0.41
H -1.32025 1.41543 -1.65518 0.31
H 0.24860 7.23260 -7.00353 0.41
H -5.34510 -7.80690 5.60727 0.45
H -2.15024 -5.12430 2.07244 0.37
H 0.89074 4.84347 7.49550 0.35
H -3.21762 5.39480 -4.27976 0.32
H 2.94156 6.90490 7.37254 0.52
H -4.55028 -2.60550 3.63486 0.33
H -2.25268 2.60810 -1.65307 0.33
H 3.81435 5.18162 2.96811 0.34
H 3.59664 -7.93955 0.87824 0.40
H -1.29260 -7.07992 4.97236 0.43
H 5.93907 -4.37052 3.04055 0.44
H -0.84654 6.64116 -10.02103 0.26
H -8.87175 3.69987 -2.43399 0.31
H -0.64018 3.72087 5.10469 0.42
H -2.48613 5.24652 -10.58851 0.39
H 1.31291 2.63665 3.30224 0.46
H -0.50694 4.09898 3.42904 0.40
H -1.81204 2.24308 -8.43150 0.38
H -3.31527 -2.67647 5.11200 0.37
H -1.62575 -3.63741 2.59280 0.40
H 5.27056 4.20958 6.17783 0.43
H 7.23423 -7.95866 0.83427 0.44
H -5.39450 -5.05744 1.83361 0.34
H -5.49190 5.23561 -8.40784 0.43
H -0.60669 5.39771 4.57448 0.42
H 1.54235 5.25875 2.52030 0.43
H -7.50682 3.05548 -2.55069 0.33
H -3.52336 3.32035 -7.49481 0.41
H -4.73431 -6.24438 6.07375 0.30
H -5.36796 -8.63192 3.33774 0.47
H 3.54131 7.22907 5.26372 0.43
H -4.30880 5.28878 -10.57137 0.46
H -2.96318 -3.64486 1.65036 0.36
H -2.84541 -8.17138 3.17786 0.38
H -4.73519 5.49498 -6.95563 0.35
H -6.23059 -6.39443 5.01727 0.43
H -2.60655 -5.37899 5.80119 0.34
H 5.59406 -2.96017 1.06326 0.47
H -5.03664 0.74478 -0.75609 0.33
```

**Relative energy (zero: lowest compared OMol25 entry of this formula, charge and spin)**: 517.8 kJ/mol
**SMILES**: CC1(C)CCCC(C)(C)N1O.CC1(C)CCCC(C)(C)N1O.CC1(C)CCCC(C)(C)N1O.CC1(C)CCCC(C)(C)N1O.O.O.O.O
**E**: -61025.5636 eV
**HOMO**: -8.03 eV

[2]
C36H84N8O8 | ωB97M-V/def2-TZVPD

The geometry in XYZ format:
```
136
Properties=species:S:1:pos:R:3:mulliken_charge:R:1
O 0.35544 3.02022 4.76632 -0.80
O -1.68833 -2.85661 -3.69678 -0.43
O 2.73057 5.50477 1.32663 -0.84
O 0.29316 -0.52589 -0.74796 0.13
O 4.36746 2.28041 -1.79379 -0.85
O -2.34465 -0.55521 4.28439 -0.65
O -3.62597 -4.97937 2.06885 -0.71
O 0.06762 -0.96910 -5.61182 -0.70
N -0.38848 0.14303 5.21780 -0.11
N -3.43415 -2.79533 2.47158 0.15
N 0.89653 -1.15453 -3.49708 0.82
N 3.53137 4.79309 -0.69820 -0.22
N 2.08150 3.98025 3.57886 0.07
N -2.18417 -3.60805 -5.72004 -0.20
N 3.24785 1.21916 -3.43833 -0.10
N -0.84980 -0.30520 1.15517 0.79
C -3.49660 3.96624 0.79583 -0.76
C -0.00361 -0.74623 -4.43808 0.74
C 2.05611 -5.65271 -0.40667 -1.68
C -1.03986 0.17301 -3.93027 -0.25
C -1.74336 0.22402 5.04641 0.52
C -2.48079 1.26381 5.80834 -1.37
C 3.08093 3.49458 4.48583 -0.95
C -4.68229 -0.09279 -1.93704 -1.25
C 2.91987 -2.54803 0.03787 0.41
C 1.79195 -3.38592 0.61342 0.23
C -3.73962 2.45632 0.77215 -0.65
C 2.64358 5.66580 -1.54027 -0.85
C -1.45288 -4.32278 2.87007 -0.85
C -4.87212 -2.72203 2.22449 -1.20
C -3.59595 1.67516 -0.49824 0.32
C -1.39460 -2.13082 -0.28340 0.55
C -2.93352 -2.47311 -6.25692 -0.86
C 1.88187 -2.20731 -3.70500 -0.61
C 4.41828 3.76364 1.26931 -0.94
C 0.33290 -0.87560 4.51838 -0.37
C 3.47610 4.75970 0.65894 1.00
C -0.16211 0.89405 1.58904 -1.12
C 1.92667 2.07755 -1.62231 0.31
C 4.46117 -0.55252 0.63062 -1.24
C 0.77114 3.77429 3.82720 0.67
C 3.27564 1.87919 -2.27058 0.75
C -1.60078 -3.72899 -4.52376 0.82
C -4.52585 0.43403 -0.47484 -0.17
C -0.25120 4.46358 2.87246 -0.71
C -0.61041 -0.90958 -0.00186 0.65
C 4.46931 0.90524 -4.08969 -1.23
C 3.56588 -1.70763 1.17538 -0.17
C -2.94601 -4.02465 2.44835 0.85
C -2.16915 4.31886 0.18521 -0.34
C -0.74777 -4.91984 -4.32677 -1.39
C 1.11344 -4.43026 -0.17497 0.47
H -2.06593 2.24371 5.70763 0.36
H 1.61948 -3.02438 -3.02730 0.07
H 0.91562 0.70088 1.65964 0.00
H -0.28895 1.55761 0.71186 0.06
H 0.29181 -4.84675 0.39218 0.27
H 4.86607 4.05301 2.24158 0.40
H -5.07546 -2.96635 1.18100 0.33
H -5.42552 0.76151 -0.08883 0.87
H -1.02089 -3.07826 0.09672 -0.72
H -2.46907 0.95466 6.80242 0.41
H -1.20472 3.90044 2.81498 -0.02
H 3.74537 -3.11290 -0.39931 0.62
H 1.89283 -2.59422 -4.74351 0.42
H 2.38599 -1.89196 -0.66663 -0.64
H -0.96970 -5.75798 -4.90812 0.48
H 5.13444 3.36459 0.56818 0.31
H -5.24680 -0.96803 -2.15470 0.43
H -5.09184 0.77548 -2.44360 0.41
H 3.73057 2.94234 1.54412 0.03
H 3.07902 4.12911 5.39243 0.35
H 1.30930 -0.52366 4.19305 0.23
H 2.36077 4.57142 2.79453 0.18
H 1.14568 -2.63459 1.00048 -0.63
H -5.17488 -1.70717 2.43064 0.35
H 0.78946 -3.92425 -1.10569 -0.42
H 5.25171 1.53642 -3.76055 0.36
H -3.83311 2.26151 -1.41010 0.56
H -2.34873 -1.99293 0.20117 -0.14
H 5.28667 -1.03591 0.11685 0.42
H 2.41474 0.82991 -3.85752 0.11
H -2.99652 2.04754 1.40264 -0.23
H 1.97682 2.98427 -1.03625 -0.22
H -3.28180 -2.60714 -7.19916 0.44
H 2.94899 2.42388 4.67193 0.26
H 0.24034 -4.61310 -4.61922 0.25
H -2.02180 5.38723 0.21792 0.45
H 1.63568 1.16094 -1.07519 -0.50
H 3.97008 -2.47282 1.84720 0.49
H -4.22093 -0.44154 0.19969 -0.27
H -3.50170 4.20283 1.90302 0.30
H 0.04297 1.07125 5.27156 0.40
H -3.55403 1.20857 5.51460 0.30
H -3.68656 -0.26390 -2.28286 -0.02
H -4.36465 4.51958 0.31543 0.34
H 4.36711 0.87061 -5.17971 0.38
H 4.72910 -0.07873 -3.78769 0.37
H -2.20444 -4.39379 -6.35369 0.25
H -3.83075 -2.23899 -5.61678 0.24
H 1.61433 5.27273 -1.60595 0.22
H 3.06824 5.85288 -2.55183 0.32
H 2.20287 -6.09149 0.59479 0.40
H -1.44094 3.71768 0.67695 -0.50
H 2.94205 -1.87740 -3.56285 -0.06
H -2.54805 1.30454 -0.65518 -0.33
H -0.78971 -4.02769 2.06954 -0.07
H -1.63716 0.45859 -4.82222 0.50
H -1.54667 -2.20415 -1.38581 -0.45
H -5.39044 -3.42961 2.79432 0.39
H -3.04799 -2.05801 3.10289 0.22
H 2.71226 -1.18447 1.66935 -0.20
H 4.82829 0.07995 1.43031 0.41
H -2.38127 -1.56264 -6.25055 0.18
H 0.14650 4.76793 1.87723 0.19
H -2.19091 4.17400 -0.94671 0.31
H -0.52937 5.34657 3.39739 0.54
H 4.14634 4.12738 -1.15687 0.23
H 0.54482 -1.14187 -2.50175 -0.61
H -0.45738 1.27795 2.55138 0.41
H 3.00220 -5.56983 -0.86219 0.40
H 0.58726 -1.77779 5.05518 0.38
H -1.19355 -3.78802 3.75697 0.32
H -1.38233 -5.36746 2.94603 0.36
H 2.51019 6.65349 -1.10110 0.35
H 4.08937 3.63870 4.05197 0.27
H -0.61445 1.03637 -3.42817 0.01
H 1.55492 -6.43582 -1.03355 0.37
H -0.26835 -1.17899 3.69994 -0.21
H -1.75238 -0.15296 -3.20771 -0.51
H 2.09321 -3.84870 1.58504 0.52
H -4.70955 2.25687 1.18015 0.63
H 3.87208 0.09273 -0.03734 0.05
H -0.62817 -5.21680 -3.30730 0.25
H 1.09577 2.28090 -2.30270 0.42
H -1.54614 -0.66544 1.78907 -0.05
```

**SMILES**: CNC(C)=O.CNC(C)=O.CNC(C)=O.CNC(C)=O.CNC(C)=O.CNC(C)=O.CNC(C)=O.CNC(C)=O.CCCCCC.CCCCCC
**E**: -66998.3971 eV
**HOMO**: -9.23 eV